Molecular formula: C55H100Br24Cl8NO10P
Method: DFT, ωB97M-V/def2-TZVPD

Computed properties:
Kohn-Sham gap (eV): 1.262
Energy relative to the best compared isomer or geometry (same formula, charge and spin) (kJ/mol): 701.9
HOMO (Eh): -0.078

Each line ends with the Löwdin charge.
Geometry (Å):
C (4.88185, -0.47663, -0.26834)  -0.07
C (4.11926, -1.79610, 0.07579)  -0.27
C (2.66730, -1.68852, -0.24910)  -0.25
C (1.99125, -0.84840, 0.83287)  -0.26
P (0.35153, -0.08004, 0.49452)  1.09
C (0.08780, 0.74231, -1.16458)  -0.22
C (-0.11865, -0.15670, -2.47018)  -0.25
C (0.64062, 0.36005, -3.68389)  -0.25
C (0.05946, 1.74098, -4.11823)  -0.11
C (-0.79057, -1.57357, 0.63690)  -0.25
C (-2.24245, -1.35780, 0.13127)  -0.24
C (-3.26050, -2.48470, 0.40291)  -0.26
C (-4.71329, -2.07634, 0.33919)  -0.11
C (-0.27474, 1.05383, 1.83724)  -0.25
C (-0.85679, 0.47661, 3.12284)  -0.24
C (0.00894, -0.45836, 4.00858)  -0.24
C (1.21857, 0.35001, 4.47621)  -0.10
H (4.98896, -0.46898, -1.35303)  0.08
H (5.84838, -0.58971, 0.22270)  0.08
H (4.30488, 0.33709, 0.17107)  0.07
H (4.21456, -2.12612, 1.11026)  0.11
H (4.63172, -2.56943, -0.49644)  0.11
H (2.21636, -2.67267, -0.37638)  0.12
H (2.59276, -1.12746, -1.18062)  0.10
H (2.51776, 0.00578, 1.25860)  0.09
H (1.69438, -1.44633, 1.69453)  0.08
H (0.98719, 1.34847, -1.27302)  0.09
H (-0.79597, 1.37775, -1.10725)  0.09
H (-1.15600, -0.23283, -2.79606)  0.10
H (0.22867, -1.17446, -2.29239)  0.09
H (0.49103, -0.33692, -4.50848)  0.11
H (1.70656, 0.47649, -3.48810)  0.11
H (0.21564, 2.45900, -3.31315)  0.06
H (-1.00243, 1.72140, -4.36336)  0.07
H (0.47588, 2.12459, -5.04965)  0.07
H (-0.69191, -2.01805, 1.62727)  0.09
H (-0.44873, -2.25770, -0.13978)  0.09
H (-2.16767, -1.05043, -0.91181)  0.09
H (-2.61788, -0.49083, 0.67486)  0.10
H (-3.10973, -2.87162, 1.41071)  0.10
H (-3.01695, -3.41986, -0.10134)  0.11
H (-4.97851, -1.52743, -0.56439)  0.07
H (-4.99610, -1.51401, 1.22907)  0.07
H (-5.42232, -2.90074, 0.41493)  0.07
H (-1.07806, 1.56412, 1.30585)  0.09
H (0.51795, 1.77749, 2.02711)  0.10
H (-1.73851, -0.11663, 2.88047)  0.09
H (-1.32513, 1.31661, 3.63583)  0.12
H (0.40913, -1.36284, 3.55044)  0.08
H (-0.59096, -0.84623, 4.83185)  0.11
H (0.86560, 1.26579, 4.95037)  0.08
H (1.86713, 0.70891, 3.67705)  0.07
H (1.80792, -0.17119, 5.23059)  0.08
C (3.36737, 10.40598, -7.21622)  -0.11
C (2.18439, 10.95122, -6.45776)  -0.25
C (1.86475, 9.99493, -5.27996)  -0.20
C (0.97197, 10.66556, -4.19552)  -0.08
N (0.94850, 9.86275, -2.82057)  -0.22
C (0.46248, 8.43884, -3.11471)  -0.09
C (-0.49811, 8.08715, -1.92526)  -0.12
C (-1.29237, 9.42822, -1.88190)  -0.17
C (-0.14723, 10.42971, -1.89740)  -0.14
C (2.25600, 10.01000, -1.99212)  0.04
H (3.69876, 11.01334, -8.05848)  0.08
H (3.15865, 9.39893, -7.57732)  0.08
H (4.22153, 10.32344, -6.54414)  0.08
H (1.30071, 11.12297, -7.07235)  0.12
H (2.48969, 11.86186, -5.94238)  0.10
H (2.71417, 9.61885, -4.70976)  0.11
H (1.33885, 9.14528, -5.71542)  0.11
H (-0.02745, 10.62086, -4.62828)  0.13
H (1.40552, 11.62177, -3.90264)  0.12
H (1.36268, 7.83097, -3.20537)  0.13
H (-0.06933, 8.40981, -4.06574)  0.12
H (-0.01423, 7.83808, -0.98084)  0.12
H (-1.22925, 7.30386, -2.12520)  0.11
H (-1.96107, 9.52525, -1.02661)  0.12
H (-2.00901, 9.56892, -2.69105)  0.11
H (0.16362, 10.70779, -0.89035)  0.13
H (-0.51634, 11.38683, -2.26590)  0.12
H (1.98635, 9.74047, -0.97098)  0.10
H (2.52213, 11.06636, -2.02942)  0.10
H (3.03907, 9.34319, -2.35308)  0.10
O (4.09017, 4.76158, 0.86824)  -0.48
C (4.93054, 4.97056, 1.97791)  -0.51
C (6.10717, 6.02501, 1.85379)  -0.52
O (6.77456, 6.56261, 2.95218)  -0.43
H (5.43961, 4.06523, 2.30857)  0.05
H (4.41191, 5.29106, 2.88145)  0.05
H (5.66164, 6.91466, 1.40867)  0.05
H (6.86562, 5.59987, 1.19643)  0.06
O (10.68195, -7.36397, 2.08818)  0.07
C (10.40042, -6.30839, 2.69292)  -0.44
O (9.94018, -6.26270, 3.95585)  0.05
C (9.69602, -4.97596, 4.38081)  -0.21
C (10.48946, -4.08535, 3.45664)  -0.15
C (10.54955, -4.92802, 2.19273)  -0.08
H (10.04855, -4.74223, 5.38539)  0.13
H (8.64164, -4.70970, 4.30650)  0.13
H (11.46719, -3.95251, 3.91981)  0.12
H (9.86489, -3.19853, 3.34909)  0.12
H (11.47803, -4.87478, 1.62424)  0.13
H (9.70660, -4.58400, 1.59341)  0.13
O (-8.56150, -7.91139, -2.21868)  0.10
C (-7.92965, -8.78996, -1.65355)  -0.47
O (-6.99773, -9.54469, -2.24089)  0.02
C (-6.29130, -10.41808, -1.43004)  -0.15
C (-6.82167, -10.04827, -0.01875)  -0.16
C (-8.11345, -9.35052, -0.25214)  -0.09
H (-5.24262, -10.17956, -1.60750)  0.13
H (-6.52856, -11.43148, -1.75381)  0.13
H (-6.17563, -9.27817, 0.40279)  0.12
H (-7.03796, -10.91317, 0.60834)  0.12
H (-8.26019, -8.47580, 0.38144)  0.13
H (-8.89083, -10.09812, -0.40989)  0.14
O (0.61527, -6.89972, 3.19261)  0.07
C (0.07554, -8.00396, 3.40454)  -0.40
O (0.72530, -9.04921, 3.98755)  0.04
C (-0.06007, -10.20401, 4.06575)  -0.19
C (-1.45992, -9.83151, 3.70503)  -0.18
C (-1.29883, -8.54478, 2.98414)  -0.09
H (-0.07469, -10.52450, 5.10747)  0.13
H (0.27276, -11.02141, 3.42609)  0.13
H (-2.12011, -9.63288, 4.54930)  0.12
H (-1.89760, -10.67205, 3.16648)  0.12
H (-2.09451, -7.82679, 3.18286)  0.12
H (-1.22967, -8.59909, 1.89768)  0.13
O (-1.60269, -6.18131, -3.85377)  0.05
C (-1.97377, -5.78848, -4.99545)  -0.44
O (-1.18644, -5.82613, -6.06914)  0.05
C (-1.86643, -5.44897, -7.22042)  -0.18
C (-2.98515, -4.66675, -6.67037)  -0.19
C (-3.29091, -5.16167, -5.31542)  -0.08
H (-2.12648, -6.38925, -7.70657)  0.14
H (-1.20813, -4.87228, -7.87016)  0.14
H (-3.83269, -4.72924, -7.35293)  0.13
H (-2.76360, -3.60326, -6.58101)  0.13
H (-4.09884, -5.88229, -5.18858)  0.14
H (-3.45063, -4.33141, -4.62748)  0.13
C (5.98234, 4.21438, -3.78614)  -1.00
Cl (5.25054, 4.98926, -5.24887)  0.41
Cl (7.53816, 3.48878, -4.17191)  0.50
H (6.12709, 5.07092, -3.12775)  0.02
H (5.27914, 3.52085, -3.32501)  0.03
C (-7.71524, 4.78214, 2.58180)  -1.01
Cl (-5.99202, 4.39298, 2.43835)  0.48
Cl (-8.87384, 3.52562, 2.01358)  0.48
H (-7.99755, 5.03769, 3.60312)  0.03
H (-7.74013, 5.68845, 1.97675)  0.02
C (0.32880, 7.73365, 5.64469)  -1.04
Cl (-1.10540, 8.34553, 4.82455)  0.47
Cl (-0.15968, 7.14510, 7.22917)  0.48
H (0.78233, 6.92868, 5.06638)  0.04
H (1.11047, 8.47048, 5.82952)  0.03
C (7.87660, 1.83508, 6.03149)  -1.01
Cl (7.12855, 0.31681, 5.58343)  0.48
Cl (8.76608, 1.83295, 7.60788)  0.46
H (8.53948, 1.96467, 5.17599)  0.02
H (7.19833, 2.68808, 6.01068)  0.04
C (4.14424, -8.08293, -2.28991)  -1.54
Br (4.44126, -6.64125, -3.63748)  0.51
Br (5.18904, -7.99124, -0.59711)  0.52
Br (4.48067, -9.78124, -3.14030)  0.54
H (3.08993, -8.07897, -2.01332)  -0.03
C (-10.76954, -2.65853, -5.23662)  -1.48
Br (-11.54783, -2.26879, -7.00628)  0.52
Br (-11.51622, -1.38000, -3.91708)  0.51
Br (-8.74578, -2.51447, -5.29067)  0.46
H (-10.95626, -3.68672, -4.92670)  -0.02
C (-1.40215, 1.43761, 12.68075)  -1.55
Br (-2.01871, 3.23934, 13.13390)  0.54
Br (0.57966, 1.21546, 12.57416)  0.52
Br (-2.24264, 0.87000, 11.00894)  0.52
H (-1.80807, 0.77231, 13.44280)  -0.03
C (-3.93701, 0.02135, -11.56463)  -1.55
Br (-2.00484, -0.40095, -11.43092)  0.53
Br (-4.59174, 0.94182, -9.99608)  0.54
Br (-5.16018, -1.51303, -11.90143)  0.51
H (-4.06572, 0.67895, -12.42435)  -0.03
C (-8.82090, 2.04738, 7.53729)  -1.49
Br (-10.52785, 1.17425, 7.06729)  0.52
Br (-7.24927, 1.23217, 6.62235)  0.50
Br (-8.55755, 2.02655, 9.53309)  0.49
H (-8.90518, 3.09103, 7.23431)  -0.03
C (2.34117, 6.20982, -13.84971)  -1.52
Br (1.91422, 8.17406, -13.72599)  0.48
Br (1.52513, 5.20812, -12.38754)  0.54
Br (4.30946, 6.09565, -13.94299)  0.52
H (2.01086, 5.79191, -14.80069)  -0.03
C (-6.09366, -6.05513, 8.55876)  -1.53
Br (-5.13942, -5.29481, 6.97411)  0.50
Br (-6.80435, -4.72672, 9.83803)  0.54
Br (-5.07664, -7.47874, 9.48257)  0.52
H (-6.93709, -6.59889, 8.13324)  -0.04
C (0.40680, -4.21767, 11.05068)  -1.47
Br (0.08389, -5.27955, 9.40866)  0.51
Br (2.29672, -4.53777, 11.67470)  0.50
Br (-0.97820, -4.57660, 12.45871)  0.50
H (0.34933, -3.15100, 10.83385)  -0.03

Molecular formula: C55H120N6O3
Method: DFT, ωB97M-V/def2-TZVPD

Computed properties:
Kohn-Sham gap (eV): 6.712
Energy relative to the best compared isomer or geometry (same formula, charge and spin) (kJ/mol): 426.1
Charge: +4
HOMO (Eh): -0.512

Each line ends with the Löwdin charge.
Geometry (Å):
C (13.80209, 13.46554, 15.79344)  -1.23
O (13.35411, 12.35376, 15.81390)  -0.07
O (13.48572, 14.25618, 14.91252)  -0.09
O (14.43354, 13.88736, 16.75769)  -0.10
C (18.49210, 14.34402, 14.16122)  -0.07
C (18.55093, 13.10232, 15.11764)  -0.20
C (17.28317, 12.19724, 14.98930)  -0.09
N (17.40781, 10.82706, 15.77478)  -0.21
C (16.12603, 10.07518, 15.36616)  -0.08
C (16.17805, 8.49754, 15.74386)  -0.15
C (17.43543, 7.79998, 15.19890)  -0.17
C (18.70605, 8.57703, 15.58480)  -0.15
C (18.73606, 10.08921, 15.31132)  -0.08
C (17.41700, 11.16206, 17.28689)  0.05
H (17.83423, 15.13894, 14.51256)  0.05
H (18.24151, 13.92106, 13.18838)  0.07
H (19.51228, 14.72524, 14.11646)  0.09
H (18.67794, 13.55024, 16.10321)  0.10
H (19.50432, 12.57538, 15.07922)  0.10
H (17.10007, 11.88306, 13.96174)  0.12
H (16.35199, 12.70786, 15.23480)  0.12
H (16.09895, 10.17408, 14.28100)  0.11
H (15.27127, 10.55828, 15.83956)  0.10
H (15.31560, 8.02460, 15.27420)  0.10
H (16.06269, 8.28196, 16.80608)  0.10
H (17.26860, 7.66472, 14.13028)  0.12
H (17.42990, 6.77660, 15.57408)  0.12
H (19.59356, 8.26439, 15.03464)  0.13
H (19.04559, 8.34791, 16.59490)  0.12
H (19.01160, 10.39252, 14.30128)  0.13
H (19.59638, 10.54542, 15.80102)  0.12
H (16.60620, 11.88328, 17.38965)  0.09
H (18.32087, 11.76716, 17.35763)  0.09
H (17.31791, 10.24654, 17.87006)  0.11
C (15.28054, 13.13002, 22.60732)  -0.06
C (13.99093, 12.59804, 21.95146)  -0.21
C (14.41764, 11.59986, 20.86892)  -0.11
N (13.28193, 11.14886, 19.86898)  -0.18
C (14.01468, 10.45684, 18.70488)  -0.10
C (13.03478, 9.63402, 17.81129)  -0.15
C (12.21372, 8.63588, 18.61833)  -0.18
C (11.39725, 9.37907, 19.66182)  -0.15
C (12.28798, 10.22060, 20.61480)  -0.10
C (12.38632, 12.35232, 19.29690)  0.04
H (15.89332, 12.29296, 22.94190)  0.09
H (14.99087, 13.61170, 23.54122)  0.09
H (15.86337, 13.67642, 21.86580)  0.05
H (13.40751, 13.39712, 21.49410)  0.09
H (13.35035, 12.01860, 22.61630)  0.12
H (14.71640, 10.60832, 21.20904)  0.13
H (15.17917, 12.04900, 20.23138)  0.12
H (14.87092, 9.92428, 19.11880)  0.13
H (14.31870, 11.20670, 17.97455)  0.09
H (13.62228, 9.07201, 17.08528)  0.10
H (12.33913, 10.33676, 17.35266)  0.09
H (12.83557, 7.83272, 19.01372)  0.12
H (11.50218, 8.02764, 18.05990)  0.12
H (10.71760, 8.77833, 20.26620)  0.13
H (10.74922, 10.12396, 19.19997)  0.11
H (12.85935, 9.55050, 21.25714)  0.13
H (11.68547, 10.76958, 21.33848)  0.13
H (11.80007, 12.08024, 18.41918)  0.07
H (13.10268, 13.12728, 19.02416)  0.09
H (11.77294, 12.77086, 20.09482)  0.09
C (10.88274, 10.59270, 8.63808)  -0.09
C (11.10391, 11.22858, 10.03162)  -0.20
C (11.99100, 10.17422, 10.85436)  -0.07
N (12.51308, 10.72688, 12.22474)  -0.19
C (11.39457, 11.54268, 13.00054)  -0.08
C (10.20014, 10.63188, 13.33068)  -0.18
C (10.60813, 9.50364, 14.25646)  -0.16
C (11.81179, 8.67684, 13.65938)  -0.12
C (12.97016, 9.58487, 13.15862)  -0.11
C (13.76267, 11.70288, 12.03590)  0.04
H (10.07818, 9.86145, 8.71602)  0.09
H (11.64624, 9.87958, 8.32724)  0.07
H (10.82464, 11.34038, 7.84708)  0.09
H (10.10665, 11.33040, 10.45964)  0.10
H (11.64244, 12.16660, 9.89654)  0.10
H (12.88984, 9.90336, 10.30043)  0.13
H (11.38389, 9.28288, 11.01256)  0.12
H (11.08260, 12.40726, 12.41464)  0.12
H (11.77186, 11.88592, 13.96382)  0.10
H (9.70508, 10.17544, 12.47354)  0.11
H (9.47782, 11.29288, 13.80966)  0.12
H (9.78876, 8.88142, 14.61644)  0.12
H (10.98401, 10.02440, 15.13716)  0.09
H (11.48324, 8.03455, 12.84230)  0.11
H (12.20793, 7.95234, 14.37092)  0.11
H (13.73218, 8.99504, 12.64916)  0.13
H (13.56604, 10.08582, 13.92156)  0.10
H (14.02962, 12.31354, 12.89840)  0.08
H (13.31180, 12.39058, 11.32044)  0.08
H (14.63479, 11.10864, 11.76314)  0.10
C (11.11215, 17.31968, 21.26700)  -0.09
C (11.78281, 16.38844, 20.25939)  -0.24
C (10.78882, 15.70002, 19.28400)  -0.17
C (11.05555, 16.02644, 17.79096)  -0.03
N (10.07625, 15.17332, 16.82263)  -0.17
C (10.25474, 15.76498, 15.35828)  -0.10
C (9.06912, 16.60260, 15.05698)  -0.17
C (7.98799, 15.93540, 15.82468)  -0.15
C (8.61929, 15.44408, 17.11666)  -0.12
C (10.24428, 13.64042, 16.71914)  0.04
H (10.74394, 18.21638, 20.76856)  0.09
H (11.89148, 17.65408, 21.95180)  0.07
H (10.37944, 16.80552, 21.88900)  0.09
H (12.35841, 15.62026, 20.77579)  0.09
H (12.45371, 17.00637, 19.66260)  0.08
H (9.76058, 15.86328, 19.60674)  0.11
H (10.92748, 14.62042, 19.34170)  0.07
H (12.00806, 15.59758, 17.47965)  0.12
H (10.93228, 17.09456, 17.61200)  0.14
H (10.23423, 14.96824, 14.61470)  0.13
H (11.22076, 16.26801, 15.31522)  0.11
H (8.80289, 16.62136, 14.00016)  0.14
H (9.23970, 17.63376, 15.36630)  0.13
H (7.46007, 15.08666, 15.38990)  0.13
H (7.27240, 16.73464, 16.01766)  0.13
H (8.13051, 14.57642, 17.55980)  0.14
H (8.56159, 16.26742, 17.82862)  0.13
H (9.77745, 13.13866, 15.87154)  0.11
H (10.08609, 13.21722, 17.71110)  0.09
H (11.32328, 13.55204, 16.59252)  0.07
C (16.90029, 14.91354, 9.71911)  -0.09
C (15.43795, 14.68458, 10.09846)  -0.26
C (14.93726, 15.83266, 10.96366)  -0.18
C (15.36651, 15.76674, 12.45496)  -0.05
N (14.85798, 16.97782, 13.35824)  -0.19
C (15.53799, 18.34752, 12.91084)  -0.03
C (16.77795, 18.45002, 13.83978)  -0.13
C (16.15963, 17.96962, 15.13792)  -0.19
C (15.19605, 16.83394, 14.84846)  -0.12
C (13.34339, 17.16236, 13.31408)  0.00
H (17.43927, 15.00372, 10.66222)  0.05
H (17.08234, 15.87746, 9.24392)  0.09
H (17.32812, 14.09646, 9.13820)  0.08
H (15.24314, 13.71282, 10.55216)  0.08
H (14.94457, 14.54422, 9.13670)  0.12
H (13.85740, 15.78576, 10.82294)  0.11
H (15.18587, 16.77241, 10.47055)  0.11
H (16.37597, 15.43052, 12.69170)  0.10
H (14.76107, 15.01964, 12.96818)  0.09
H (14.75022, 19.02494, 13.24042)  0.13
H (15.86405, 18.34386, 11.87076)  0.13
H (17.20323, 19.44374, 13.98044)  0.13
H (17.53802, 17.72027, 13.56076)  0.11
H (15.66663, 18.84177, 15.56732)  0.12
H (16.90972, 17.60288, 15.83862)  0.10
H (14.31685, 16.75730, 15.48816)  0.12
H (15.67132, 15.85482, 14.90798)  0.10
H (12.88481, 16.18345, 13.45392)  0.08
H (13.02477, 17.50762, 12.33054)  0.10
H (12.98937, 17.84880, 14.08322)  0.11
C (21.05180, 18.76692, 22.47204)  -0.09
C (20.48514, 19.28240, 21.15316)  -0.23
C (18.95310, 19.14366, 20.97178)  -0.22
C (18.38534, 17.78484, 21.16412)  -0.10
N (16.91571, 17.55347, 20.54370)  -0.19
C (16.47301, 16.12240, 20.90905)  -0.12
C (15.91246, 15.49182, 19.63556)  -0.15
C (15.66902, 16.64631, 18.63759)  -0.14
C (16.83114, 17.54215, 18.96286)  -0.08
C (16.00843, 18.61544, 21.28738)  0.06
H (21.81720, 18.03133, 22.22472)  0.08
H (20.29657, 18.25144, 23.06534)  0.06
H (21.41809, 19.54114, 23.14622)  0.09
H (20.88742, 18.66621, 20.34906)  0.11
H (20.78681, 20.32982, 21.14954)  0.12
H (18.81498, 19.53288, 19.96306)  0.12
H (18.48077, 19.91394, 21.58142)  0.12
H (18.36161, 17.49109, 22.21352)  0.13
H (18.95892, 17.08778, 20.55318)  0.13
H (15.74692, 16.19788, 21.71850)  0.12
H (17.30377, 15.54538, 21.31524)  0.12
H (15.10520, 14.76692, 19.74013)  0.10
H (16.69245, 14.86386, 19.20502)  0.11
H (14.68078, 17.04205, 18.87183)  0.10
H (15.71837, 16.25458, 17.62160)  0.10
H (16.75166, 18.58058, 18.64125)  0.13
H (17.79947, 17.15370, 18.64736)  0.14
H (16.00870, 18.33366, 22.34032)  0.11
H (14.98708, 18.45318, 20.94296)  0.09
H (16.35972, 19.61955, 21.04978)  0.10